The following is a DFT calculation (the ωB97M-V functional and the def2-TZVPD basis) of a structure of composition C18H31AuN3OTa at a distorted geometry.

CARTESIAN COORDINATES (ANGSTROEM)
N 2.01643 -0.25102 0.14330
C 3.08072 -0.72069 0.51715
O 4.13684 -1.16576 0.76651
Au 1.62909 0.51323 -3.28922
Ta 0.14613 0.01754 -0.39701
N -0.52070 -1.52819 -1.39615
N -0.25971 1.76369 -1.15319
C -0.36346 -2.98325 -1.05677
C 0.42915 3.04817 -1.30719
C 0.83699 -3.50206 -1.84941
C -1.65096 -3.73322 -1.42068
C -0.06528 -3.12926 0.42021
C 0.14449 3.61355 -2.69689
C -0.07695 3.97786 -0.19532
C 1.92492 2.82778 -1.14025
H 0.68332 -3.41376 -2.92996
H 1.02761 -4.55757 -1.60746
H 1.73254 -2.92383 -1.59218
H -2.51483 -3.27114 -0.92818
H -1.58093 -4.77029 -1.06194
H -1.83445 -3.77011 -2.50144
H 0.85323 -2.59693 0.71658
H 0.09319 -4.19540 0.63580
H -0.90510 -2.79963 1.04123
H 0.47154 2.90245 -3.46907
H 0.71196 4.54651 -2.82561
H -0.91826 3.83885 -2.83263
H -1.15805 4.13630 -0.27496
H 0.42737 4.95019 -0.27972
H 0.14932 3.55134 0.79258
H 2.18354 2.36871 -0.18017
H 2.43594 3.79977 -1.23033
H 2.32717 2.18119 -1.94867
C -1.72376 1.72867 -1.45594
H -2.18086 0.78625 -1.09374
H -2.22114 2.56432 -0.95653
H -1.91474 1.77588 -2.53458
C -0.95272 -1.26822 -2.79575
H -2.04761 -1.27029 -2.86870
H -0.57123 -0.29288 -3.15140
H -0.53307 -2.02597 -3.47576
C -0.93876 0.16864 1.44101
C -0.40548 0.00156 2.87696
C 0.90172 -0.31102 3.19917
C 1.32210 -0.44428 4.52878
C 0.38610 -0.23501 5.56117
C -0.93911 0.08774 5.24678
C -1.32503 0.19530 3.92510
H -1.75468 -0.56460 1.26751
H -1.39433 1.17451 1.34329
H 1.63664 -0.45615 2.41897
H 2.35877 -0.70332 4.74585
H 0.70649 -0.32594 6.59550
H -1.66576 0.25493 6.05862
H -2.33632 0.43489 3.65474

Summary:
E_HOMO: -14.01 eV
LUMO energy: -0.3748 Eh
spin multiplicity: 1
energy relative to the best compared isomer or geometry (same formula, charge and spin): 0.334 eV
charge: +2



The following is a DFT calculation (the ωB97M-V functional and the def2-TZVPD basis) of a structure of composition C23H32N5PSe2SnTe2 at a distorted geometry.

CARTESIAN COORDINATES (ANGSTROEM)
Sn -0.40333 -0.43760 0.71826
N 0.02899 3.91908 3.04281
C 0.31305 2.97968 2.11807
N 0.50972 1.73499 2.38848
C 0.40784 1.30188 3.67998
N 0.53702 0.03922 3.98627
N 0.63925 -0.79871 2.95584
C 1.17906 -1.94649 3.15344
C 1.40466 -2.82307 2.04894
C 1.96336 -4.09232 2.23254
C 2.28854 -4.85390 1.13130
C 2.04249 -4.32782 -0.13283
C 1.45285 -3.08242 -0.22058
N 1.13650 -2.34664 0.82472
C 0.26328 2.27072 4.74928
C 0.35599 1.92717 6.09811
C 0.27780 2.90879 7.06302
C 0.06169 4.23409 6.69794
C -0.07332 4.58939 5.37164
C 0.05288 3.61279 4.38704
H -0.19732 4.85783 2.74636
H 0.39410 3.30494 1.09261
H 1.53623 -2.24067 4.13685
H 2.12366 -4.45347 3.23745
H 2.73627 -5.83007 1.24490
H 2.29716 -4.88119 -1.02219
H 1.22940 -2.62188 -1.16653
H 0.50484 0.89083 6.35416
H 0.38017 2.65929 8.10749
H 0.00582 4.99906 7.45600
H -0.26107 5.61602 5.09190
Se -2.11944 2.65476 0.15817
Te -4.04233 1.62706 1.31739
Te -2.81208 -0.15777 2.88084
Se -2.34604 -2.01766 1.19516
C -0.46997 -2.09785 -4.76842
C -0.38095 -2.05367 -3.24625
C -1.42122 -2.96480 -2.59391
P -0.49975 -0.40495 -2.33696
C 1.20743 0.35737 -2.45742
C 1.10851 1.83849 -2.10282
C 2.03741 0.12404 -3.71391
C -1.64246 0.75060 -3.26112
C -3.04750 0.15313 -3.21970
C -1.25909 1.18290 -4.67465
H -0.21443 -3.10155 -5.11206
H 0.22489 -1.40179 -5.22845
H -1.47309 -1.88257 -5.12273
H 0.61784 -2.42209 -2.97129
H -2.42848 -2.66088 -2.86521
H -1.33671 -2.90684 -1.50744
H -1.28984 -4.00517 -2.88854
H 1.73204 -0.14004 -1.62361
H 0.77211 2.42380 -2.95260
H 2.07715 2.22602 -1.78983
H 0.39201 1.99343 -1.29236
H 1.60786 0.60889 -4.58546
H 2.14468 -0.93616 -3.92959
H 3.03189 0.54189 -3.56177
H -1.63891 1.63510 -2.60683
H -3.11317 -0.72841 -3.85523
H -3.78557 0.87680 -3.56315
H -3.30338 -0.13049 -2.19859
H -1.38804 0.37061 -5.38515
H -0.23029 1.52860 -4.72314
H -1.89867 2.00965 -4.98665

Summary:
E_HOMO: -6.01 eV
LUMO energy: -0.0366 Eh
spin multiplicity: 1



The following is a DFT calculation (the ωB97M-V functional and the def2-TZVPD basis) of a structure of composition C21H42AlCl2F2 at a distorted geometry.

CARTESIAN COORDINATES (ANGSTROEM)
C 2.36379 -2.63631 -0.70126
C 1.09930 -2.90210 -0.30789
Al -0.58278 -2.52207 -1.37476
C -2.06847 -3.45434 -0.33480
Cl -1.62077 -5.05980 0.29070
C -3.31224 -3.08579 -0.03416
C -4.34041 -3.82058 0.77655
Cl -3.87817 -1.53969 -0.65034
C -0.32815 -3.48684 -3.14536
C -1.01087 -2.79834 -4.31683
F 1.03369 -3.72591 -3.49160
C -0.77362 -0.51496 -1.57638
C 0.54706 0.16831 -1.95799
F -1.71377 -0.16765 -2.62202
H 2.65357 -1.63251 -1.00716
H 3.14662 -3.39861 -0.73965
H 0.98300 -3.43782 0.64354
H -5.04927 -3.12176 1.21688
H -3.86618 -4.40333 1.56376
H -4.88759 -4.51353 0.13160
H -0.79279 -4.47843 -3.04060
H -1.04967 -3.41749 -5.21887
H -0.49945 -1.85792 -4.53425
H -2.02244 -2.51206 -4.01676
H -1.16324 -0.05843 -0.65949
H 0.87872 0.80919 -1.13723
H 1.32265 -0.52756 -2.27498
H 0.35174 0.82716 -2.81032
C -0.65898 0.69902 2.72172
C -0.06831 -0.69595 2.90491
C -1.12200 -1.80080 2.92645
C -2.13274 -1.72267 4.07129
C -1.52155 -1.73432 5.47189
C -0.74810 -3.01181 5.78386
H -1.32618 0.97031 3.54334
H 0.12944 1.45335 2.67839
H -1.22683 0.75626 1.79018
H 0.53538 -0.72288 3.81857
H 0.61740 -0.90066 2.07823
H -0.61542 -2.76970 2.95301
H -1.66700 -1.77840 1.97828
H -2.82493 -2.56661 3.97871
H -2.74416 -0.82200 3.96041
H -2.32674 -1.62113 6.20453
H -0.86609 -0.86856 5.60360
H -1.39535 -3.88761 5.69863
H -0.34874 -2.98858 6.80000
H 0.09365 -3.14780 5.10386
C 0.36449 4.02921 -0.54565
C 0.73796 5.09784 -1.56774
C 1.45176 4.52895 -2.79383
C 2.78822 3.84504 -2.50043
C 3.82242 4.72664 -1.80216
C 4.23777 5.94446 -2.62207
H 1.24732 3.52326 -0.15195
H -0.16850 4.46621 0.30048
H -0.28340 3.27660 -0.99916
H 1.35277 5.86731 -1.09033
H -0.17232 5.60278 -1.90309
H 1.60208 5.33242 -3.52170
H 0.79437 3.80217 -3.28010
H 3.20807 3.48531 -3.44527
H 2.61510 2.95242 -1.89431
H 4.70890 4.12098 -1.59565
H 3.44407 5.05304 -0.82938
H 4.65977 5.63979 -3.58251
H 4.99413 6.53003 -2.09611
H 3.39199 6.60525 -2.81920

Summary:
E_HOMO: -4.09 eV
LUMO energy: 0.1003 Eh
spin multiplicity: 1
charge: -1



The following is a DFT calculation (the ωB97M-V functional and the def2-TZVPD basis) of a cluster of 3 separate species, C3H11NO3S in total at a distorted geometry.

CARTESIAN COORDINATES (ANGSTROEM)
O -1.19269 -2.49619 -0.63944
C -0.99164 -1.31734 -0.46129
N -0.06138 -0.60488 -1.14342
C 0.32006 0.77579 -0.94936
C 1.59809 0.97952 -0.15568
S 1.20838 0.54555 1.62222
H -1.59145 -0.71562 0.22336
H 0.53558 -1.12993 -1.76997
H -0.52147 1.34976 -0.55417
H 0.42402 1.19726 -1.95071
H 1.99224 1.98362 -0.26179
H 2.35104 0.25207 -0.39851
H 2.38372 -0.07077 1.79484
O 1.70119 1.60092 -3.81556
H 1.93025 1.33943 -4.71699
H 1.09318 0.93309 -3.49426
O -3.88616 -1.53030 5.18034
H -3.31954 -0.88221 5.63064
H -3.97342 -2.20977 5.85977

Summary:
structure (SMILES): O=CNCCS.O.O
E_HOMO: -9.44 eV
LUMO energy: 0.0178 Eh
spin multiplicity: 1
energy relative to the best compared isomer or geometry (same formula, charge and spin): 1.006 eV